Density functional theory data (the ωB97M-V functional and the def2-TZVPD basis) for a molecular structure, C18H16IN5O7Ru at a distorted geometry.

CARTESIAN COORDINATES (ANGSTROEM)
C: 3.632 4.329 -0.029
C: 4.812 3.434 -0.395
H: 3.323 4.937 -0.883
H: 3.904 5.017 0.776
H: 2.764 3.748 0.294
H: 4.521 2.647 -1.092
H: 5.608 4.017 -0.866
H: 5.236 2.958 0.492
C: -2.594 1.170 -1.777
C: -3.815 1.152 -2.439
C: -4.114 0.078 -3.281
C: -3.183 -0.937 -3.430
H: -2.261 1.950 -1.100
H: -4.489 1.985 -2.286
H: -5.063 0.047 -3.814
H: -3.355 -1.802 -4.068
N: -1.671 0.215 -1.956
C: -1.957 -0.852 -2.747
C: -0.894 -1.829 -2.813
N: 0.197 -1.507 -2.075
C: 1.246 -2.350 -2.011
C: 0.146 -3.872 -3.529
C: 1.248 -3.538 -2.735
H: 2.062 -2.014 -1.371
H: 2.123 -4.175 -2.668
C: -0.942 -3.014 -3.567
H: -1.839 -3.207 -4.150
H: 0.131 -4.797 -4.100
Ru: 0.123 0.347 -0.921
I: 0.035 2.741 0.052
O: 0.995 0.798 6.414
N: -0.042 0.242 6.001
O: -1.014 -0.011 6.746
C: -0.131 -0.116 4.600
C: 0.932 0.181 3.724
C: 0.808 -0.122 2.360
C: -0.436 -0.643 1.849
O: -0.742 -0.645 0.593
C: -1.428 -1.052 2.804
C: -1.309 -0.712 4.144
N: -2.673 -1.625 2.308
O: -3.584 -1.792 3.148
O: -2.812 -1.944 1.111
N: 1.932 0.187 1.513
O: 2.984 0.546 2.055
O: 1.884 0.074 0.203
H: 1.839 0.638 4.098
H: -2.137 -0.885 4.822

Force components x, y, z for each atom (eV/Å):
0.51 0.38 -0.28
-0.04 -0.06 0.13
-0.07 -0.06 0.05
-0.19 -0.12 -0.03
-0.23 -0.21 0.22
0.04 0.01 -0.05
-0.12 -0.05 0.06
-0.03 0.00 -0.08
-0.39 0.10 -0.41
0.41 0.05 0.32
-0.02 0.31 0.14
1.00 -0.21 0.43
-0.69 0.05 -0.30
-0.10 -0.16 -0.05
0.21 -0.02 0.11
-0.15 0.34 0.17
0.07 0.48 0.13
-0.89 0.65 -0.25
0.87 -1.00 -0.34
0.34 0.27 0.24
-0.40 0.16 -0.27
0.28 0.02 0.23
0.04 0.15 0.11
-0.06 -0.32 -0.26
-0.16 -0.02 -0.06
-0.17 0.98 0.56
0.34 -0.21 0.07
0.07 0.19 0.12
-0.35 -2.08 -0.53
0.13 0.36 -0.16
-1.75 -1.13 -1.48
0.21 0.98 3.70
1.76 0.26 -2.14
0.78 0.15 -1.60
-0.79 -0.51 0.95
-0.79 -0.03 -0.10
-0.25 0.04 0.45
0.59 0.00 0.06
0.96 0.88 -0.31
0.05 -0.32 -0.45
-3.19 -1.32 -0.06
2.17 0.55 -1.45
0.77 0.67 2.01
2.17 0.92 0.92
-2.68 -1.09 -2.02
-0.28 0.06 1.37
-0.06 -0.02 0.13
0.10 -0.10 0.01

2S+1 ... 5
Total charge ... +2
Orbital gap (spin up / spin down) ... 7.14 / 4.88 eV


Density functional theory data (the ωB97M-V functional and the def2-TZVPD basis) for a molecular structure, C23H22N2O6S2 at a distorted geometry.

CARTESIAN COORDINATES (ANGSTROEM)
C: 2.303 3.087 -1.936
H: 1.955 3.021 -3.083
H: 3.231 3.561 -1.890
H: 2.561 2.066 -1.751
O: 1.304 3.748 -1.373
C: 0.197 3.082 -0.886
C: -0.259 2.041 -1.515
C: -1.251 1.159 -1.425
C: -2.070 1.687 -0.388
C: -1.821 2.769 0.372
C: -0.381 3.349 0.274
O: -0.067 4.415 1.020
C: 1.003 4.894 1.075
H: 1.460 5.441 0.524
H: 1.138 5.362 2.080
C: 2.105 3.772 1.424
O: 3.141 3.947 1.021
N: 1.552 2.563 1.752
C: 2.096 1.059 1.295
C: 1.110 0.211 1.347
C: 1.512 -1.039 0.716
C: 2.865 -1.284 0.673
C: 3.792 -0.381 0.696
C: 3.384 0.987 1.208
H: 4.336 1.602 0.939
H: 4.733 -0.612 0.347
C: 3.061 -2.606 -0.059
H: 4.374 -2.867 -0.162
H: 2.941 -3.354 0.872
H: 2.587 -2.978 -0.847
C: 0.494 -2.203 0.658
H: 0.391 -2.462 -0.483
H: -0.568 -1.780 0.978
H: 0.556 -2.892 1.230
H: 0.039 0.480 1.434
H: 0.740 2.359 2.093
H: -2.329 3.107 1.046
H: -3.177 1.206 0.161
C: -1.558 -0.025 -2.059
C: -2.197 -1.093 -1.648
C: -3.131 -1.549 -0.454
O: -3.022 -0.848 0.754
N: -3.473 -2.718 -0.686
C: -3.398 -3.331 -1.927
S: -3.733 -4.907 -2.285
S: -2.577 -2.500 -3.062
C: -4.201 -3.510 0.401
C: -3.257 -4.529 0.947
O: -1.810 -4.648 0.628
O: -3.541 -5.244 1.959
H: -2.971 -6.011 2.200
H: -4.935 -4.087 0.092
H: -4.306 -2.959 1.086
H: -1.233 -0.037 -3.008
H: 0.304 1.477 -2.376

Force components x, y, z for each atom (eV/Å):
0.05 -2.02 -5.98
1.46 0.03 1.68
1.20 1.52 0.25
-0.68 -0.97 1.24
-2.30 1.75 3.37
3.38 1.69 -0.49
2.78 -6.53 -8.00
-3.67 3.08 5.94
-5.93 -2.05 3.12
10.79 -2.14 -6.74
-5.68 1.34 0.40
-14.94 -5.27 -0.95
9.99 -2.03 12.15
4.66 6.54 -8.05
-0.47 0.89 -0.22
-8.74 -1.14 -0.01
9.30 1.05 -2.17
7.01 -2.43 -2.44
-1.40 9.80 3.61
-2.54 -5.33 -3.36
-3.29 0.82 4.93
-2.90 -4.45 -4.84
-0.18 5.74 2.84
8.11 -4.25 -4.30
-2.78 0.18 1.42
2.11 -0.12 -0.38
7.80 -1.96 7.40
-3.88 1.05 -0.22
-0.19 0.90 -2.30
-2.25 -0.81 -3.31
-3.67 10.99 -9.04
0.01 -0.18 2.29
2.00 -0.49 -0.98
1.90 -9.09 6.79
0.81 -0.18 0.19
-6.05 -0.20 2.59
-5.97 3.50 7.45
3.38 0.96 -2.71
-0.27 -0.58 1.14
-3.59 -2.70 -0.94
7.02 9.93 4.83
-1.68 -4.43 -6.08
-5.20 -7.21 1.53
0.34 -2.57 0.14
-0.81 0.33 0.65
1.74 3.88 0.74
7.15 -5.28 -8.26
12.41 -1.20 -1.52
-8.71 1.26 0.75
-3.02 -1.07 1.41
0.26 1.23 -0.84
-4.25 -1.77 -1.95
-2.53 8.23 9.63
1.45 -0.56 -3.51
0.50 2.30 1.06

Energy above the lowest of the compared OMol25 structures with the same formula, charge and spin ... 508.3 kcal/mol
2S+1 ... 1
Total charge ... 0
Orbital gap ... 6.69 eV


The highest 2S+1 belongs to which entry? C18H16IN5O7Ru